{"formula": "C7H12N2", "method": "ωB97M-V with the def2-TZVPD basis set", "elements": ["C", "C", "C", "C", "C", "C", "C", "N", "N", "H", "H", "H", "H", "H", "H", "H", "H", "H", "H", "H", "H"], "positions_angstrom": [[2.027, 0.000, -0.034], [0.651, -0.088, -0.533], [-0.076, -1.405, -0.638], [-0.122, 1.133, -0.650], [-1.128, -1.224, 0.497], [-1.177, 1.210, 0.502], [-2.069, -0.007, 0.293], [3.356, 0.009, 0.454], [4.409, 0.122, -0.436], [-0.511, -1.379, -1.619], [0.592, -2.204, -0.452], [0.602, 1.910, -0.510], [-0.714, 1.119, -1.591], [-1.709, -2.156, 0.445], [-0.619, -0.996, 1.380], [-0.663, 1.014, 1.501], [-1.715, 2.081, 0.193], [-2.579, -0.217, -0.724], [-2.772, -0.088, 1.087], [4.299, -0.478, -1.183], [5.218, -0.027, 0.176]], "gap_ha": 0.334, "homo_ev": -8.14, "smiles": "NN=C=C1CCCCC1", "e_tot_ev": -10429.1380, "de_lowest_kcal_mol": 100.1}



{"formula": "C7H12N2", "method": "ωB97M-V with the def2-TZVPD basis set", "elements": ["C", "C", "C", "C", "C", "C", "C", "N", "N", "H", "H", "H", "H", "H", "H", "H", "H", "H", "H", "H", "H"], "positions_angstrom": [[-0.558, 1.185, 1.766], [-0.706, -0.378, 0.016], [0.580, 0.036, -0.009], [-2.624, 0.085, 1.545], [-1.326, -1.629, -0.720], [2.464, 0.620, -1.732], [1.720, -0.390, -0.778], [0.537, 1.380, 1.178], [-1.382, 0.276, 1.102], [-0.883, 1.762, 2.515], [-3.454, -0.595, 1.222], [-3.088, 0.601, 2.439], [-2.316, -1.899, -0.330], [-0.652, -2.493, -0.523], [-1.510, -1.342, -1.816], [3.343, 0.074, -2.040], [2.827, 1.633, -1.230], [1.939, 1.050, -2.521], [2.472, -0.706, -0.093], [1.310, -1.156, -1.445], [1.307, 1.884, 1.452]], "gap_ha": 0.280, "homo_ev": -18.72, "charge": 2, "smiles": "C=[N+]1C=[NH+]C(CC)=C1C", "e_tot_ev": -10412.1757, "de_lowest_kcal_mol": 50.1}



{"formula": "C7H12N2O", "method": "ωB97M-V with the def2-TZVPD basis set", "elements": ["C", "C", "C", "C", "C", "C", "C", "H", "H", "H", "H", "H", "H", "H", "H", "H", "H", "H", "H", "N", "N", "O"], "positions_angstrom": [[-3.779, -0.137, 0.150], [-0.461, 0.478, -0.253], [1.020, 1.673, -0.221], [1.368, 0.155, 1.013], [1.046, -0.218, -0.903], [0.315, -1.287, -0.391], [2.213, -1.172, -0.011], [-3.940, 0.571, 1.020], [-4.238, -1.223, 0.340], [-4.269, 0.254, -0.804], [0.910, 2.508, 0.515], [1.353, 2.051, -1.182], [1.491, -0.650, 1.749], [0.738, 0.912, 1.531], [1.852, -0.293, -1.635], [0.427, 0.376, -1.670], [0.221, -1.606, 0.695], [2.485, -1.920, 0.812], [2.996, -1.345, -0.797], [-1.719, 0.763, -0.111], [2.374, 0.563, 0.207], [-2.401, -0.452, -0.055]], "gap_ha": 0.207, "homo_ev": -6.30, "e_tot_ev": -12453.8259, "de_lowest_kcal_mol": 639.6}



{"formula": "C7H12N2O2", "method": "ωB97M-V with the def2-TZVPD basis set", "elements": ["C", "C", "C", "C", "C", "C", "C", "H", "H", "H", "H", "H", "H", "H", "H", "H", "H", "H", "H", "N", "N", "O", "O"], "positions_angstrom": [[-0.183, 2.239, -1.501], [-0.510, 0.755, -1.535], [-0.102, -0.042, -0.275], [-0.465, -1.524, -0.419], [-0.306, -2.397, 0.814], [1.603, 0.513, 1.329], [-0.738, 0.532, 1.016], [-0.937, 2.688, -0.821], [-0.188, 2.710, -2.530], [0.848, 2.397, -0.940], [-0.026, 0.225, -2.401], [-1.600, 0.491, -1.717], [-1.501, -1.528, -0.847], [0.175, -1.999, -1.221], [-0.693, -3.348, 0.672], [-0.809, -1.941, 1.679], [0.770, -2.371, 0.998], [2.049, -0.658, -0.294], [0.189, 1.058, 2.843], [1.319, 0.115, 0.044], [0.325, 0.895, 1.795], [2.675, 0.486, 1.935], [-1.892, 0.702, 1.375]], "gap_ha": 0.398, "homo_ev": -10.09, "smiles": "CCC1(CC)NC(=O)NC1=O", "e_tot_ev": -14529.6525, "de_lowest_kcal_mol": 3.2}



{"formula": "C7H12N2O2S", "method": "ωB97M-V with the def2-TZVPD basis set", "elements": ["C", "C", "C", "C", "C", "C", "C", "N", "N", "O", "O", "S", "H", "H", "H", "H", "H", "H", "H", "H", "H", "H", "H", "H"], "positions_angstrom": [[-1.472, 0.467, 0.328], [-1.880, -0.644, 0.938], [-2.405, 1.204, -0.617], [0.086, 1.143, 0.431], [-1.025, -1.439, 2.003], [0.553, -0.639, -1.203], [2.370, 0.827, -0.164], [-1.850, 2.343, -1.139], [0.937, 0.497, -0.318], [-3.530, 0.862, -0.916], [-3.032, -1.192, 0.705], [0.364, 2.130, 1.642], [-0.040, -0.870, 2.190], [-1.479, -1.484, 2.902], [-0.907, -2.444, 1.496], [1.536, -1.213, -1.380], [-0.275, -1.227, -0.735], [0.217, -0.119, -2.005], [2.827, -0.042, -0.619], [2.627, 1.817, -0.530], [2.728, 0.911, 0.819], [-1.159, 2.929, -0.521], [-2.424, 2.783, -1.819], [-3.559, -0.521, 0.061]], "gap_ha": 0.322, "homo_ev": -8.11, "smiles": "C/C(O)=C(/C(N)=O)C(=S)N(C)C", "e_tot_ev": -25362.5282, "de_lowest_kcal_mol": 62.2}



{"formula": "C7H12N2O5", "method": "ωB97M-V with the def2-TZVPD basis set", "elements": ["C", "C", "C", "C", "C", "C", "C", "H", "H", "H", "H", "H", "H", "H", "H", "H", "H", "H", "H", "N", "N", "O", "O", "O", "O", "O"], "positions_angstrom": [[0.282, 1.238, 0.916], [0.572, -0.185, 1.069], [0.778, 1.975, -0.399], [0.215, 3.225, -0.837], [0.078, -2.565, -0.204], [-0.907, -2.721, -1.250], [-0.013, -3.519, 1.056], [1.454, 1.398, 2.544], [0.078, 2.092, 2.785], [-0.898, 1.428, 0.967], [1.907, 2.133, -0.549], [0.507, 1.371, -1.385], [0.601, 4.027, 0.911], [-0.803, -0.676, -0.385], [1.221, -2.508, -0.611], [0.523, -2.865, 1.817], [-1.067, -3.561, 1.502], [0.602, -4.497, 0.736], [-2.200, -1.830, -0.106], [0.800, 2.028, 2.008], [-0.256, -1.067, 0.338], [1.307, -0.624, 1.969], [-0.187, 3.515, -1.972], [0.379, 4.227, 0.030], [-0.786, -3.537, -2.157], [-2.183, -2.071, -1.214]], "gap_ha": 0.382, "homo_ev": -10.55, "smiles": "C[C@H](NC(=O)[C@@H](N)CC(=O)O)C(=O)O", "e_tot_ev": -20669.0042, "de_lowest_kcal_mol": 88.3}



{"formula": "C7H12N2O5", "method": "ωB97M-V with the def2-TZVPD basis set", "elements": ["C", "C", "C", "C", "C", "C", "C", "H", "H", "H", "H", "H", "H", "H", "H", "H", "H", "H", "H", "N", "N", "O", "O", "O", "O", "O"], "positions_angstrom": [[-1.203, 0.306, 0.327], [-0.041, -0.652, 0.570], [-2.115, 0.085, 1.548], [-1.436, 0.520, 2.866], [1.111, 0.273, -1.430], [1.487, -0.418, -2.746], [2.390, 1.076, -0.970], [-1.260, -0.058, -1.680], [-2.504, -0.829, -0.964], [-0.882, 1.355, 0.183], [-3.077, 0.685, 1.530], [-2.368, -0.994, 1.548], [-0.525, 1.829, 3.581], [1.336, -1.602, -0.610], [0.260, 0.891, -1.453], [2.206, 1.474, 0.031], [2.686, 2.025, -1.557], [3.348, 0.476, -0.888], [0.783, 1.005, -3.611], [-1.978, 0.044, -0.936], [0.884, -0.719, -0.486], [0.026, -1.425, 1.511], [-1.577, -0.012, 3.940], [-0.777, 1.671, 2.680], [2.041, -1.491, -2.649], [1.100, 0.172, -3.875]], "gap_ha": 0.368, "homo_ev": -9.82, "smiles": "C[C@H](NC(=O)[C@@H](N)CC(=O)O)C(=O)O", "e_tot_ev": -20671.4626, "de_lowest_kcal_mol": 31.6}



{"formula": "C7H12N2OS2", "method": "ωB97M-V with the def2-TZVPD basis set", "elements": ["C", "C", "C", "C", "C", "C", "C", "N", "N", "O", "S", "S", "H", "H", "H", "H", "H", "H", "H", "H", "H", "H", "H", "H"], "positions_angstrom": [[1.153, 0.185, 0.924], [0.534, -2.032, 2.329], [-1.892, -1.140, 0.504], [1.897, 0.054, -1.476], [0.541, 2.111, -0.470], [-2.824, 0.174, -1.605], [1.714, 1.021, -0.227], [-0.814, -2.458, 2.173], [-1.462, -1.639, 1.493], [0.565, 0.562, 1.896], [1.473, -1.557, 0.819], [-2.817, 0.224, 0.187], [0.642, -1.038, 3.000], [1.100, -2.817, 2.819], [2.084, 0.763, -2.285], [2.426, -0.827, -1.338], [0.789, -0.289, -1.794], [0.021, 2.312, 0.462], [-0.173, 1.583, -1.223], [0.897, 3.029, -0.885], [-3.587, 0.933, -1.992], [-3.217, -0.865, -1.770], [-1.739, 0.339, -1.705], [2.690, 1.370, 0.167]], "gap_ha": 0.315, "homo_ev": -8.38, "e_tot_ev": -34147.4561, "de_lowest_kcal_mol": 105.7}



{"formula": "C7H12N3", "method": "ωB97M-V with the def2-TZVPD basis set", "elements": ["C", "C", "C", "C", "C", "C", "C", "N", "N", "N", "H", "H", "H", "H", "H", "H", "H", "H", "H", "H", "H", "H"], "positions_angstrom": [[-0.531, -2.217, 1.210], [-0.076, 0.133, -0.366], [-0.005, 0.078, 1.030], [0.268, 1.503, -0.841], [0.243, 1.544, 1.516], [-0.285, 2.344, 0.272], [-0.380, -1.197, -1.079], [-0.384, -1.020, 1.787], [-0.505, -2.313, -0.106], [0.620, -1.781, -2.047], [-0.408, -3.080, 1.838], [1.263, 1.809, -1.001], [-0.331, 1.668, -1.881], [-0.304, 1.652, 2.477], [1.285, 1.685, 1.743], [-0.028, 3.370, 0.218], [-1.366, 2.406, 0.325], [-1.163, -0.917, -1.752], [-0.830, -0.921, 2.732], [-0.158, -3.178, -0.599], [1.517, -2.184, -1.616], [0.795, -1.184, -2.868]], "gap_ha": 0.315, "homo_ev": -12.68, "charge": 1, "smiles": "N[C@H]1[NH+]=CNC2=C1CCC2", "e_tot_ev": -11916.1328, "de_lowest_kcal_mol": 55.5}



{"formula": "C7H12N3", "method": "ωB97M-V with the def2-TZVPD basis set", "elements": ["C", "C", "C", "C", "C", "C", "C", "N", "N", "N", "H", "H", "H", "H", "H", "H", "H", "H", "H", "H", "H", "H"], "positions_angstrom": [[2.650, -0.476, 0.490], [1.568, -1.406, 0.440], [2.574, 0.705, -0.295], [0.330, -1.644, -0.207], [1.405, 1.320, -0.611], [-1.487, 0.009, 0.290], [-2.989, 0.018, -0.027], [0.464, 1.590, 0.351], [-0.876, 1.415, 0.046], [-0.760, -0.902, -0.496], [3.652, -0.685, 0.665], [2.060, -2.421, 0.782], [3.437, 1.096, -0.864], [0.241, -2.643, -0.673], [1.039, 1.674, -1.550], [-1.243, 0.030, 1.353], [-3.101, -0.824, -0.607], [-3.151, 0.971, -0.575], [-3.556, -0.048, 0.825], [0.671, 1.620, 1.363], [-1.539, 1.994, 0.546], [-1.388, -1.394, -1.246]], "gap_ha": [0.268, 0.268], "homo_ev": [-12.29, -12.29], "charge": 1, "smiles": "C[C@@H]1NN\\C=C/C=C\\C=[NH+]/1", "e_tot_ev": -11913.0240, "de_lowest_kcal_mol": 127.2}



{"formula": "C7H12N4", "method": "ωB97M-V with the def2-TZVPD basis set", "elements": ["C", "C", "C", "C", "C", "C", "C", "N", "N", "N", "N", "H", "H", "H", "H", "H", "H", "H", "H", "H", "H", "H", "H"], "positions_angstrom": [[-1.394, -1.911, -0.170], [1.206, 1.365, -0.483], [0.915, -1.325, 0.245], [-2.132, -0.727, -0.662], [-2.091, 0.332, 0.409], [2.952, 0.005, 0.226], [0.268, 1.136, 0.468], [-0.154, -1.790, -0.068], [2.411, 1.035, -0.511], [2.165, -1.294, 0.177], [-1.112, 1.482, 0.113], [-1.875, -2.833, 0.002], [1.019, 2.090, -1.300], [-1.991, -0.374, -1.701], [-3.235, -0.898, -0.839], [-2.929, 0.929, 0.430], [-1.687, -0.002, 1.397], [3.912, -0.307, -0.169], [3.168, 0.211, 1.321], [0.599, 0.969, 1.476], [2.647, -2.127, -0.154], [-1.186, 1.796, -0.918], [-1.474, 2.237, 0.710]], "gap_ha": [0.291, 0.243], "homo_ev": [-17.43, -16.71], "charge": 2, "e_tot_ev": -13390.8664, "de_lowest_kcal_mol": 156.1}



{"formula": "C7H12N4S", "method": "ωB97M-V with the def2-TZVPD basis set", "elements": ["C", "C", "C", "C", "C", "C", "C", "H", "H", "H", "H", "H", "H", "H", "H", "H", "H", "H", "H", "N", "N", "N", "N", "S"], "positions_angstrom": [[-2.389, 0.943, -0.080], [-1.072, -1.443, -0.855], [-0.209, -2.025, 0.246], [0.484, -0.965, 1.160], [1.544, -0.151, 0.485], [1.780, 1.185, 0.539], [3.354, 0.162, -0.647], [-3.712, 2.623, 0.010], [-4.416, 1.096, -0.212], [-0.625, 1.196, -0.662], [-0.534, -0.679, -1.413], [-1.367, -2.249, -1.558], [-0.825, -2.596, 0.951], [0.509, -2.686, -0.227], [0.933, -1.549, 1.980], [-0.209, -0.235, 1.616], [1.336, 2.070, 1.042], [3.319, 2.247, -0.460], [4.234, -0.019, -1.233], [-3.610, 1.586, 0.182], [-1.358, 1.714, -0.190], [2.928, 1.380, -0.260], [2.509, -0.784, -0.257], [-2.605, -0.823, -0.156]], "gap_ha": 0.348, "homo_ev": -8.64, "smiles": "[H]/N=C(/N)SCCCc1c[nH]cn1", "e_tot_ev": -24249.2552, "de_lowest_kcal_mol": 0.0}